C21H23AsN3O4SV as an isolated structure, computed with ωB97M-V/def2-TZVPD.

Last column: natural (NBO) charge in e.
Cartesian coordinates (Å):
V 0.03365 -0.62369 0.18740  1.16
O 3.37079 0.35318 2.56557  -0.59
C 2.30660 0.30054 1.82816  0.82
O 1.64857 -0.71648 1.61465  -0.61
C 1.86593 1.58978 1.22519  0.09
C 2.48935 2.82017 1.33641  -0.14
C 1.90033 3.89844 0.68705  -0.11
C 0.72386 3.71513 -0.03168  -0.16
C 0.17521 2.44423 -0.07864  0.07
N 0.74568 1.41526 0.53676  -0.44
C -1.06970 1.98177 -0.77482  0.83
O -1.84135 2.78608 -1.44484  -0.57
O -1.35796 0.79532 -0.68732  -0.59
H 3.60292 -0.51956 2.93042  0.54
H 3.40151 2.92822 1.90660  0.28
H 2.35404 4.87872 0.74086  0.27
H 0.26717 4.55682 -0.53600  0.25
H -1.54716 3.70842 -1.46411  0.52
C -3.78125 -0.92316 0.65131  -0.94
As -2.22736 -1.90887 0.05742  1.01
C -2.57163 -2.19406 -1.82240  -0.93
C -2.42508 -3.68793 0.86246  -0.70
C -3.81410 -4.22864 0.67908  -0.09
C -4.79352 -4.00027 1.64213  -0.16
C -6.08143 -4.48116 1.46200  -0.21
C -6.40362 -5.19539 0.31632  -0.19
C -5.43070 -5.43648 -0.64319  -0.19
C -4.14218 -4.95625 -0.46216  -0.22
H -4.67086 -1.50890 0.42559  0.27
H -3.82033 0.02444 0.11876  0.25
H -3.73403 -0.74311 1.72382  0.24
H -3.53516 -2.68889 -1.93358  0.26
H -1.78512 -2.81144 -2.25360  0.25
H -2.58751 -1.22988 -2.32627  0.26
H -2.16566 -3.60103 1.91856  0.24
H -1.68697 -4.32761 0.37811  0.24
H -4.54481 -3.45731 2.54757  0.20
H -6.83202 -4.30748 2.22131  0.23
H -7.40677 -5.57485 0.17831  0.23
H -5.67221 -6.00940 -1.52837  0.23
H -3.38131 -5.16842 -1.20551  0.21
C 3.09841 -5.42474 -2.14070  -0.67
C 2.28586 -4.41009 -1.41429  0.34
C 1.70842 -4.69827 -0.16276  -0.30
C 0.95887 -3.72632 0.44181  0.09
N 0.78228 -2.53474 -0.15631  -0.58
C 1.40715 -2.32573 -1.32816  0.30
S 1.13995 -0.69252 -1.87084  -0.10
N 2.13591 -3.20953 -1.97932  -0.45
H 2.53563 -6.35238 -2.25298  0.25
H 3.99531 -5.66236 -1.56483  0.25
H 3.38912 -5.04894 -3.11679  0.26
H 1.84948 -5.66155 0.30553  0.25
H 0.48561 -3.87412 1.40411  0.22

Forces on the atoms, in the same order (eV/Å):
0.1 0.0 0.1
0.0 0.0 0.0
0.0 -0.1 0.0
0.0 0.0 0.0
0.0 0.1 0.0
0.0 0.0 0.0
0.0 0.0 0.0
0.0 0.0 0.0
0.1 0.0 0.0
0.0 0.0 0.0
-0.1 0.0 0.0
0.0 0.0 0.0
0.0 0.0 0.0
0.0 0.0 0.0
0.0 0.0 0.0
0.0 0.0 0.0
0.0 0.0 0.0
0.0 0.0 0.0
0.0 0.0 0.0
-0.1 -0.1 0.0
0.0 0.0 0.0
0.0 0.0 0.0
0.0 0.0 0.0
0.0 0.0 0.0
0.0 0.0 0.0
0.0 0.0 0.0
0.0 0.0 0.0
0.0 0.0 0.0
0.0 0.0 0.0
0.0 0.0 0.0
0.0 0.0 0.0
0.0 0.0 0.0
0.0 0.0 0.0
0.0 0.0 0.0
0.0 0.0 0.0
0.0 0.0 0.0
0.0 0.0 0.0
0.0 0.0 0.0
0.0 0.0 0.0
0.0 0.0 0.0
0.0 0.0 0.0
0.0 0.0 0.0
0.0 0.1 0.0
0.0 0.0 0.0
0.0 0.0 0.0
0.0 -0.1 0.0
0.0 0.1 0.0
0.0 0.0 -0.1
0.0 -0.1 0.0
0.0 0.0 0.0
0.0 0.0 0.0
0.0 0.0 0.0
0.0 0.0 0.0
0.0 0.0 0.0

The energy above the lowest of the compared OMol25 structures with the same formula, charge and spin comes out at 0.0 kcal/mol. The spin multiplicity is 3. The value obtained for the highest occupied orbital energy (spin up / spin down) is -0.496 / -0.496 Eh. The net charge is +2. The total energy comes out at -4856.823063 hartree. As for the expectation value of S²: 2.0352. For the max |F|, the calculation gives 0.11 eV Å⁻¹. The LUMO energy (spin up / spin down) is -7.6 / -7.6 eV.